Record 1
{"formula": "C15H24N6O", "method": "ωB97M-V/def2-TZVPD", "e_homo_ev": -8.4, "mol_weight_g_mol": 304.40, "total_charge": 0, "e_above_lowest_ev": 3.2475, "species": ["C", "N", "C", "C", "N", "C", "C", "C", "N", "N", "N", "N", "C", "C", "C", "C", "O", "C", "C", "C", "C", "C", "H", "H", "H", "H", "H", "H", "H", "H", "H", "H", "H", "H", "H", "H", "H", "H", "H", "H", "H", "H", "H", "H", "H", "H"], "xyz": [[-1.8772, -2.3082, 0.9144], [-2.0514, -0.8699, 0.8940], [-3.0198, -0.1917, 1.7663], [-3.1800, 1.2750, 1.3078], [-1.9056, 2.0022, 1.0861], [-1.2388, 2.2901, 2.3949], [-1.9770, 3.1110, 0.0902], [-1.9527, 2.6644, -1.3779], [-2.8880, 3.1215, -2.1661], [-2.6480, 2.5818, -3.3824], [-1.6294, 1.8118, -3.3738], [-1.1135, 1.8646, -2.1285], [0.0973, 1.1940, -1.7300], [0.7954, 1.5811, -0.5623], [1.8987, 0.8444, -0.1116], [2.2743, -0.3418, -0.7666], [3.4174, -0.9354, -0.3569], [3.6075, -2.3071, -0.6397], [2.6604, -3.1946, 0.2073], [5.0472, -2.6417, -0.4337], [1.5374, -0.7160, -1.9139], [0.4898, 0.0296, -2.4022], [-2.7786, -2.8228, 0.5323], [-0.9800, -2.6039, 0.3177], [-1.6966, -2.5980, 1.9514], [-1.1635, -0.3386, 0.9101], [-2.7139, -0.2242, 2.8230], [-3.9527, -0.7700, 1.7662], [-3.6874, 1.1385, 0.3439], [-3.8352, 1.8000, 2.0085], [-1.8188, 3.0290, 2.9227], [-0.2519, 2.6862, 2.2859], [-1.1146, 1.4028, 3.0340], [-1.1153, 3.8066, 0.1838], [-2.9133, 3.7099, 0.2534], [0.5476, 2.4996, -0.0540], [2.4371, 1.2320, 0.7517], [3.4307, -2.4623, -1.6889], [2.7036, -2.9529, 1.2849], [1.6339, -3.0855, -0.1836], [2.9385, -4.2658, 0.1443], [5.3063, -2.4818, 0.6248], [5.6775, -2.0443, -1.0840], [5.1912, -3.6949, -0.6303], [1.8576, -1.5521, -2.5153], [-0.0465, -0.2727, -3.2981]]}

***

Record 2
{"formula": "C21H59BrClN2NbO9PS5", "method": "ωB97M-V/def2-TZVPD", "e_homo_ev": -5.0, "mol_weight_g_mol": 883.28, "total_charge": -1, "e_above_lowest_ev": 0.0000, "species": ["C", "C", "C", "Cl", "Nb", "N", "Br", "C", "C", "C", "N", "C", "C", "C", "C", "O", "C", "P", "O", "O", "O", "H", "H", "H", "H", "H", "H", "H", "H", "H", "H", "H", "H", "H", "H", "H", "H", "H", "H", "H", "H", "H", "H", "H", "H", "H", "H", "H", "H", "H", "C", "S", "O", "C", "H", "H", "H", "H", "H", "H", "C", "S", "O", "C", "H", "H", "H", "H", "H", "H", "C", "S", "O", "C", "H", "H", "H", "H", "H", "H", "C", "S", "O", "C", "H", "H", "H", "H", "H", "H", "C", "S", "O", "C", "H", "H", "H", "H", "H", "H"], "xyz": [[3.0646, -2.5609, 4.7880], [3.2486, -1.7026, 3.5301], [2.1301, -0.6847, 3.2733], [0.5280, -1.5187, 3.3506], [2.4019, 0.3779, 1.3204], [4.3150, -0.1127, 0.9274], [2.3470, 1.7799, -1.0187], [3.2475, 2.3640, 1.9133], [3.2630, 2.5264, 3.4499], [1.9284, 3.0306, 4.0660], [1.1837, 2.0539, 4.8773], [1.9572, -1.2643, -0.1214], [0.5289, -1.8374, -0.1344], [-0.1337, -1.7948, -1.5172], [-1.6135, -2.1597, -1.5088], [-2.3850, -1.0060, -1.2487], [-3.2320, -0.9712, -0.1197], [-0.0034, 1.5503, 1.2886], [-0.8953, 1.3591, 2.4715], [0.2412, 3.1611, 1.0950], [-0.8192, 1.1829, -0.0780], [2.4715, -3.4589, 4.5790], [4.0349, -2.8901, 5.1871], [2.5531, -2.0102, 5.5910], [3.3692, -2.3525, 2.6527], [4.1678, -1.1071, 3.6197], [2.1347, 0.0173, 4.1155], [4.4255, -0.6181, 0.0499], [4.9333, 0.6845, 0.8203], [2.7023, 3.2126, 1.4799], [4.2584, 2.4356, 1.4812], [4.0361, 3.2739, 3.6967], [3.5890, 1.6034, 3.9587], [2.1623, 3.8769, 4.7294], [1.3009, 3.4281, 3.2572], [0.6182, 1.4912, 4.2414], [0.5022, 2.5775, 5.4154], [2.2470, -1.0090, -1.1523], [2.6904, -2.0250, 0.2125], [-0.1335, -1.3421, 0.5893], [0.5738, -2.8921, 0.1892], [-0.0389, -0.7857, -1.9413], [0.3958, -2.4899, -2.1912], [-1.8133, -2.9217, -0.7329], [-1.9423, -2.5772, -2.4709], [-4.1375, -0.4306, -0.4145], [-3.5403, -1.9846, 0.1749], [-2.7439, -0.4593, 0.7199], [0.7319, 3.3331, 0.2852], [-0.2074, 1.1577, -0.8223], [-6.2917, -2.1662, -4.0302], [-6.7179, -1.2366, -2.5643], [-5.9998, -1.8975, -1.4432], [-8.4412, -1.7505, -2.4635], [-5.2298, -1.9885, -4.1772], [-6.5053, -3.2198, -3.8460], [-6.8507, -1.7805, -4.8837], [-8.4906, -2.8355, -2.3699], [-8.9673, -1.4082, -3.3550], [-8.8629, -1.2792, -1.5779], [4.7375, 0.9593, -4.5177], [6.2186, 0.3292, -3.7204], [5.8383, 0.0230, -2.3236], [7.0894, 1.9031, -3.6731], [4.0344, 0.1306, -4.5740], [4.3180, 1.7512, -3.8967], [4.9846, 1.3143, -5.5186], [6.4694, 2.6257, -3.1426], [7.3031, 2.2343, -4.6895], [8.0185, 1.7353, -3.1319], [-3.3680, 1.1683, -2.3993], [-3.4886, 1.2907, -4.1658], [-4.3089, 0.1210, -4.6330], [-1.7864, 0.8462, -4.5165], [-4.3644, 1.3642, -2.0038], [-3.0399, 0.1652, -2.1216], [-2.6714, 1.9227, -2.0326], [-1.5830, -0.1361, -4.0864], [-1.1253, 1.5986, -4.0865], [-1.6691, 0.8244, -5.5984], [-3.8766, -2.2854, -6.5148], [-2.8740, -3.0424, -5.2346], [-1.5080, -2.4780, -5.3873], [-2.8251, -4.6835, -5.9707], [-3.9966, -1.2391, -6.2400], [-3.3599, -2.3914, -7.4690], [-4.8578, -2.7609, -6.5379], [-2.3929, -4.6109, -6.9685], [-3.8339, -5.0953, -6.0062], [-2.1953, -5.2986, -5.3309], [2.1680, 2.3847, 8.3645], [0.4514, 2.8833, 8.3025], [0.3504, 3.9365, 7.2581], [0.3697, 3.7905, 9.8516], [2.3440, 1.8584, 7.4254], [2.7934, 3.2756, 8.4266], [2.3259, 1.7251, 9.2181], [1.1173, 4.5832, 9.8325], [0.5357, 3.1130, 10.6902], [-0.6298, 4.2155, 9.9075]]}

***

Record 3
{"formula": "C2H2O2Y", "method": "ωB97M-V/def2-TZVPD", "e_homo_ev": -13.7, "mol_weight_g_mol": 146.94, "total_charge": 1, "e_above_lowest_ev": 2.3880, "species": ["H", "C", "C", "H", "O", "O", "Y"], "xyz": [[-1.0042, -1.3161, 0.7054], [-0.5251, -0.6531, -0.0204], [-0.9048, 0.4771, -0.5385], [-1.9204, 0.8706, -0.5167], [1.1170, -0.8954, 0.4871], [2.1271, -0.1192, -0.2169], [1.1104, 1.6360, 0.1000]]}

***

Record 4
{"formula": "C3H3Br2O2", "method": "ωB97M-V/def2-TZVPD", "e_homo_ev": -2.8, "mol_weight_g_mol": 230.86, "total_charge": -1, "e_above_lowest_ev": 1.4694, "species": ["C", "C", "C", "O", "O", "Br", "Br", "H", "H", "H"], "xyz": [[3.9501, 1.1607, -1.5559], [0.0508, -1.4830, 1.4235], [1.6684, -1.5274, 1.2651], [4.6484, 1.4780, -0.7213], [3.1963, 0.8818, -2.4011], [2.0871, -1.5476, -0.6801], [2.1916, 0.4157, 1.7662], [-0.3304, -0.6875, 2.0341], [-0.4154, -1.3808, 0.3442], [-0.2961, -2.4457, 1.7968]]}

***

Record 5
{"formula": "C37H58F3N10O3S", "method": "ωB97M-V/def2-TZVPD", "e_homo_ev": -15.6, "mol_weight_g_mol": 780.00, "total_charge": 5, "species": ["C", "N", "C", "C", "C", "C", "C", "C", "C", "C", "N", "C", "C", "C", "H", "H", "H", "H", "H", "H", "H", "H", "H", "H", "H", "H", "H", "H", "C", "C", "N", "C", "C", "N", "C", "C", "H", "H", "H", "H", "H", "H", "H", "H", "H", "H", "H", "C", "C", "N", "C", "C", "N", "C", "C", "H", "H", "H", "H", "H", "H", "H", "H", "H", "H", "H", "C", "C", "N", "C", "C", "N", "C", "C", "H", "H", "H", "H", "H", "H", "H", "H", "H", "H", "H", "C", "C", "N", "C", "C", "N", "C", "C", "H", "H", "H", "H", "H", "H", "H", "H", "H", "H", "H", "C", "F", "F", "F", "S", "O", "O", "O"], "xyz": [[10.6093, 1.7531, 10.2910], [9.5338, 1.2956, 9.3427], [8.6260, 2.1690, 8.9183], [7.5147, 1.6632, 8.3319], [7.5107, 0.3303, 8.0054], [8.4679, -0.5965, 8.4183], [9.4799, -0.0085, 9.0884], [6.3094, -0.1208, 7.2200], [6.4823, -0.9035, 6.0609], [5.3403, -1.1476, 5.2993], [4.0995, -0.6915, 5.6536], [3.9055, -0.0593, 6.8337], [5.0519, 0.3095, 7.5802], [2.9517, -0.9577, 4.7862], [11.3054, 0.9712, 10.4619], [10.1206, 1.8226, 11.2674], [10.9100, 2.7702, 9.8830], [8.8451, 3.2282, 9.0760], [6.6959, 2.2679, 8.0383], [8.4199, -1.6610, 8.3535], [10.3001, -0.5065, 9.6822], [7.4535, -1.2218, 5.7107], [5.3413, -1.5952, 4.3042], [2.8926, 0.1958, 7.1598], [4.9731, 0.8027, 8.5433], [2.1758, -0.2454, 4.8781], [2.4892, -1.8995, 5.0143], [3.3292, -0.9102, 3.7726], [-6.3359, -1.3236, 0.6919], [-5.1465, -2.1212, 0.0581], [-5.6296, -3.4855, -0.3276], [-4.8798, -4.6478, -0.2354], [-5.6162, -5.6243, -0.7539], [-6.8016, -5.0131, -1.2205], [-6.7432, -3.7376, -1.0054], [-7.9499, -5.6174, -1.8862], [-6.0214, -0.4332, 1.1891], [-6.8052, -2.0525, 1.3350], [-7.0244, -0.9181, -0.0573], [-4.3751, -2.2127, 0.8186], [-4.5964, -1.6293, -0.7487], [-3.8849, -4.5498, 0.1275], [-5.5100, -6.7157, -0.9457], [-7.5430, -3.0548, -1.1989], [-8.2874, -4.8245, -2.5408], [-8.7514, -5.8116, -1.1601], [-7.5188, -6.4680, -2.4257], [5.4850, -5.9150, -4.0622], [5.9516, -4.6315, -4.6547], [6.8864, -3.9078, -3.7994], [8.2398, -4.1453, -3.6406], [8.7310, -3.2126, -2.7905], [7.7176, -2.3180, -2.5814], [6.5604, -2.8141, -3.0551], [7.8176, -1.1309, -1.7102], [6.2799, -6.5428, -3.7612], [4.9219, -6.4692, -4.7932], [4.8014, -5.7141, -3.2641], [5.0920, -3.9250, -4.8177], [6.5102, -4.8277, -5.5378], [8.7193, -5.0152, -4.0794], [9.7731, -3.1059, -2.4321], [5.5644, -2.3302, -2.9476], [7.1843, -0.3692, -2.1235], [8.8088, -0.7693, -1.8309], [7.5911, -1.2801, -0.6687], [-13.3026, 7.6000, 5.9316], [-12.2633, 6.5948, 5.2679], [-12.7943, 5.9582, 4.0316], [-13.6108, 4.8637, 3.9885], [-13.7920, 4.5775, 2.6882], [-13.0127, 5.4020, 1.9190], [-12.4486, 6.2664, 2.7643], [-12.7975, 5.2093, 0.4434], [-13.6812, 8.1989, 5.0892], [-12.9585, 8.3796, 6.6317], [-14.2069, 7.0655, 6.3273], [-11.9865, 5.7769, 5.9477], [-11.3219, 7.0890, 5.0474], [-13.9637, 4.2507, 4.8047], [-14.4198, 3.8352, 2.2520], [-11.7743, 7.1429, 2.4183], [-13.8232, 5.2644, -0.0511], [-12.3338, 4.2340, 0.3101], [-12.2502, 6.0668, -0.0312], [1.6599, 4.1819, -10.4847], [2.3516, 2.9153, -10.9477], [1.6236, 1.6245, -10.8551], [1.9898, 0.5507, -10.1596], [1.0560, -0.3907, -10.3056], [0.0342, 0.0997, -11.0732], [0.3956, 1.3491, -11.3746], [-1.1308, -0.6149, -11.4295], [0.8153, 4.4940, -11.0944], [2.4338, 5.0422, -10.4287], [1.2389, 4.0413, -9.4700], [3.2206, 2.7053, -10.2937], [2.6984, 2.9983, -11.9612], [2.9044, 0.5040, -9.5750], [0.8938, -1.3763, -9.8827], [-0.0531, 2.0107, -12.1536], [-0.9242, -1.5289, -12.0834], [-1.7381, 0.1233, -11.8856], [-1.6997, -0.9325, -10.5220], [2.9967, -0.4276, -0.3597], [2.5310, -0.6492, -1.5691], [4.1962, 0.2413, -0.4447], [2.1057, 0.1913, 0.3671], [3.1716, -2.1367, 0.5908], [3.5440, -1.6521, 1.9674], [1.8297, -2.5801, 0.4980], [4.2472, -2.9497, 0.0111]]}

***

Record 6
{"formula": "C10H16", "method": "ωB97M-V/def2-TZVPD", "e_homo_ev": -8.7, "mol_weight_g_mol": 136.24, "total_charge": 0, "e_above_lowest_ev": 1.8184, "species": ["C", "C", "C", "C", "C", "C", "C", "C", "H", "H", "H", "H", "H", "H", "H", "H", "H", "H", "C", "C", "H", "H", "H", "H", "H", "H"], "xyz": [[-0.9076, 1.4975, 2.3767], [-0.3034, 1.7792, 0.9955], [-0.5974, 0.6025, 0.0089], [-0.5300, -0.6969, 0.5227], [-1.1494, -1.7746, -0.1239], [-1.6538, -1.4654, -1.3869], [-1.4383, -0.1868, -2.0287], [-0.9123, 0.7700, -1.3218], [-0.4968, 0.6501, 2.8398], [-1.9265, 1.2213, 2.4009], [-0.9173, 2.3986, 3.0234], [-0.5076, 2.7212, 0.5428], [0.8364, 1.8610, 1.1569], [-0.0903, -0.8576, 1.4462], [-1.2454, -2.6428, 0.4219], [-2.2367, -2.2406, -1.9255], [-1.8566, -0.2876, -3.0405], [-0.9004, 1.7766, -1.6799], [3.3554, -0.4796, -0.6394], [2.6950, -0.4150, 0.7075], [3.9441, -1.3442, -0.8297], [2.6059, -0.6282, -1.4122], [3.8234, 0.5616, -0.8567], [2.1947, 0.5266, 0.7254], [3.4351, -0.2555, 1.5313], [1.9881, -1.2453, 0.9927]]}

***

Number 1: Kohn-Sham gap 9.03 eV. Number 2: Kohn-Sham gap 6.92 eV. Number 3: Kohn-Sham gap 7.44 eV. Number 4: Kohn-Sham gap 6.15 eV. Number 5: Kohn-Sham gap 5.99 eV. Number 6: Kohn-Sham gap 9.65 eV.